Density functional theory data (the ωB97M-V functional and the def2-TZVPD basis) for C17H34BFeN9O2Si as an isolated structure.

Computed properties:
- Largest force on an atom: 2.722 eV/Å
- Multiplicity: 6
- E_LUMO (spin up / spin down): 2.45 / 1.34 eV
- Net charge: -1

```
65
C17H34BFeN9O2Si the ωB97M-V functional and the def2-TZVPD basis
Fe 1.19 0.11 -0.59
N 4.00 -1.01 -2.57
C 4.04 0.28 -2.10
N 5.00 1.15 -2.42
N 4.67 2.25 -1.75
N 3.60 2.08 -1.08
N 3.14 0.83 -1.26
C 2.94 -1.86 -2.44
N 2.85 -3.03 -3.05
N 1.69 -3.53 -2.65
N 1.10 -2.73 -1.83
N 1.86 -1.64 -1.66
H 4.70 -1.26 -3.26
C 2.88 -0.93 2.61
Si 1.20 -0.30 1.82
C 0.94 1.50 2.64
C 2.08 2.37 2.14
C -0.37 2.11 2.16
C 0.96 1.49 4.17
C -0.11 -1.71 2.37
C -0.09 -2.00 3.87
C 0.26 -2.98 1.61
C -1.53 -1.32 1.96
H 2.82 -0.99 3.70
H 3.69 -0.27 2.36
H 3.13 -1.92 2.24
H 2.14 2.35 1.05
H 3.04 2.02 2.52
H 1.96 3.40 2.45
H -0.43 2.08 1.07
H -0.45 3.16 2.48
H -1.23 1.58 2.56
H 1.87 1.02 4.54
H 0.11 0.94 4.57
H 0.92 2.50 4.57
H 0.91 -2.28 4.19
H -0.76 -2.83 4.11
H -0.41 -1.14 4.44
H 1.23 -3.35 1.91
H 0.28 -2.80 0.54
H -0.47 -3.77 1.81
H -1.91 -0.51 2.58
H -2.21 -2.17 2.08
H -1.55 -0.99 0.92
C -2.76 0.39 -4.47
C -2.41 1.13 -3.19
C -3.06 2.52 -3.22
O -0.99 1.36 -3.14
B -0.52 1.12 -1.88
O -1.52 0.60 -1.08
C -2.69 0.33 -1.87
C -2.73 -1.19 -2.09
C -3.95 0.75 -1.13
H -2.50 1.02 -5.32
H -3.82 0.16 -4.50
H -2.19 -0.53 -4.55
H -2.63 3.07 -4.05
H -2.82 3.06 -2.31
H -4.13 2.45 -3.35
H -1.79 -1.53 -2.54
H -3.57 -1.48 -2.72
H -2.82 -1.68 -1.13
H -3.90 1.79 -0.80
H -4.08 0.13 -0.25
H -4.82 0.63 -1.78
```

Here are the Mulliken charges for atoms 1 to 6, given in e: Fe 0.78; N -0.06; C 0.28; N -0.49; N -0.66; N -0.48

=====

Density functional theory data (the ωB97M-V functional and the def2-TZVPD basis) for a 2-piece molecular cluster, C6H12O overall.

Computed properties:
- Largest force on an atom: 0.555 eV/Å
- SMILES: CC1CC1.CC=O
- E_LUMO: 1.04 eV

```
19
C6H12O the ωB97M-V functional and the def2-TZVPD basis
C 0.06 0.33 0.13
C 0.07 1.44 1.15
C 1.23 1.62 2.09
C -0.08 1.10 2.61
H 1.02 -0.18 0.04
H -0.68 -0.43 0.39
H -0.21 0.72 -0.86
H -0.43 2.35 0.83
H 2.05 0.91 2.01
H 1.52 2.63 2.36
H -0.14 0.05 2.87
H -0.69 1.76 3.22
C -0.18 -1.52 -3.03
C -0.15 -2.21 -1.69
O -1.10 -2.28 -0.94
H 0.81 -1.16 -3.31
H -0.51 -2.26 -3.77
H -0.91 -0.70 -3.02
H 0.81 -2.70 -1.44
```

Here are the Mulliken charges for atoms 1 to 6, given in e: C -1.29; C 0.22; C -0.72; C -0.65; H 0.33; H 0.35

=====

Density functional theory data (the ωB97M-V functional and the def2-TZVPD basis) for one molecule with the formula C6H11NO.

Computed properties:
- Largest force on an atom: 3.084 eV/Å
- SMILES: C[C@@]12CCN[C@H]1CO2
- E_LUMO: 0.96 eV

```
19
C6H11NO the ωB97M-V functional and the def2-TZVPD basis
C -0.33 1.35 1.03
C -0.28 0.52 -0.27
C 1.10 0.82 -0.89
C 1.93 -0.18 -0.02
N 0.95 -1.12 0.68
C -0.21 -1.03 -0.14
C -1.71 -0.91 0.09
O -1.62 0.46 -0.63
H -1.24 1.01 1.57
H -0.42 2.46 0.74
H 0.58 1.31 1.66
H 1.40 1.84 -0.75
H 1.11 0.50 -1.94
H 2.60 -0.82 -0.61
H 2.52 0.33 0.78
H 1.36 -2.06 0.65
H -0.13 -1.44 -1.16
H -2.36 -1.60 -0.48
H -2.05 -0.80 1.13
```

Here are the Mulliken charges for atoms 1 to 6, given in e: C -1.13; C 0.83; C -0.81; C -0.58; N -0.53; C 0.24

=====

Density functional theory data (the ωB97M-V functional and the def2-TZVPD basis) for C32H47N2O2P2Re as an isolated structure.

Computed properties:
- Largest force on an atom: 7.535 eV/Å
- Multiplicity: 4
- E_LUMO (spin up / spin down): -9.16 / -12.63 eV
- Net charge: +3

```
86
C32H47N2O2P2Re the ωB97M-V functional and the def2-TZVPD basis
C -1.02 -0.08 -2.30
C -2.10 1.39 -0.78
C -2.13 -0.07 -3.15
C -3.17 1.55 -1.71
C -3.18 0.81 -2.87
H -2.11 -0.71 -4.03
H -3.95 2.25 -1.43
H -4.00 0.91 -3.59
N -1.00 0.67 -1.19
P 1.71 -0.09 -1.86
P -0.85 1.46 1.78
C 0.21 -0.94 -2.56
H 0.10 -1.92 -2.07
H 0.32 -1.13 -3.63
C -2.09 1.87 0.54
H -2.87 2.58 0.80
C -2.07 0.33 2.84
C -0.48 2.99 2.91
C 3.06 -1.43 -1.68
C 2.08 1.08 -3.35
C -1.20 -0.64 3.64
H -0.58 -0.12 4.38
H -1.85 -1.34 4.18
H -0.54 -1.22 3.00
C -2.99 1.11 3.79
H -2.47 1.66 4.58
H -3.66 1.79 3.25
H -3.64 0.37 4.30
C -3.04 -0.44 1.93
H -3.48 -1.28 2.50
H -3.86 0.19 1.58
H -2.54 -0.87 1.05
C 0.01 2.49 4.28
H 0.90 1.86 4.16
H 0.30 3.37 4.88
H -0.73 1.94 4.86
C 0.64 3.86 2.34
H 1.60 3.33 2.29
H 0.39 4.26 1.34
H 0.77 4.72 3.01
C -1.71 3.89 3.00
H -2.58 3.44 3.49
H -1.44 4.77 3.60
H -2.02 4.24 2.01
C 3.45 1.74 -3.12
H 3.62 2.45 -3.93
H 3.47 2.30 -2.17
H 4.27 1.01 -3.14
C 1.00 2.17 -3.43
H 0.00 1.75 -3.58
H 0.98 2.82 -2.55
H 1.23 2.80 -4.30
C 2.07 0.38 -4.71
H 2.30 1.14 -5.47
H 2.82 -0.41 -4.81
H 1.08 -0.03 -4.97
C 2.53 -2.62 -0.87
H 1.69 -3.12 -1.36
H 3.34 -3.35 -0.76
H 2.21 -2.31 0.14
C 4.23 -0.80 -0.92
H 3.94 -0.50 0.10
H 5.04 -1.54 -0.84
H 4.63 0.09 -1.42
C 3.53 -1.96 -3.04
H 2.70 -2.32 -3.66
H 4.12 -1.23 -3.61
H 4.19 -2.82 -2.86
Re 0.88 0.82 0.31
C 1.64 2.49 -0.19
O 2.13 3.52 -0.50
N 0.14 -1.29 0.64
C -0.81 -2.00 0.57
C -1.33 -3.32 0.70
C -0.46 -4.28 1.23
C -2.66 -3.66 0.36
C -0.89 -5.60 1.39
H 0.55 -3.98 1.53
C -3.07 -4.98 0.53
H -3.32 -2.88 -0.02
C -2.20 -5.95 1.04
H -0.20 -6.34 1.80
H -4.10 -5.25 0.27
H -2.54 -6.98 1.15
O 2.90 0.51 2.63
C 2.14 0.61 1.73
```

Here are the Mulliken charges for atoms 1 to 6, given in e: C -0.18; C 0.62; C -0.69; C -1.01; C -0.99; H 0.61

=====

Density functional theory data (the ωB97M-V functional and the def2-TZVPD basis) for a 2-piece molecular cluster, C4H12N2 overall.

Computed properties:
- Largest force on an atom: 5.477 eV/Å
- SMILES: C=NC.CNC
- E_LUMO: 0.94 eV

```
18
C4H12N2 the ωB97M-V functional and the def2-TZVPD basis
C 1.58 -0.09 2.28
N 2.54 -0.64 1.68
C 2.75 -0.57 0.27
H 1.64 -0.31 3.42
H 0.70 0.56 2.04
H 2.26 0.30 -0.09
H 2.35 -1.39 -0.26
H 3.84 -0.60 0.08
C -1.99 -0.77 -0.47
N -1.04 0.41 -0.67
C -1.70 1.40 -1.43
H -2.58 -0.71 0.35
H -2.89 -0.87 -1.07
H -1.63 -1.83 -0.43
H -0.17 0.02 -0.87
H -1.38 2.33 -0.97
H -2.78 1.42 -1.38
H -1.51 1.37 -2.49
```

Here are the Mulliken charges for atoms 1 to 6, given in e: C -0.18; N -0.43; C -0.68; H 0.21; H 0.27; H 0.27

=====

Density functional theory data (the ωB97M-V functional and the def2-TZVPD basis) for a 2-piece molecular cluster, C14H23ClNO6P2 overall.

Computed properties:
- Largest force on an atom: 2.137 eV/Å
- E_LUMO: 2.72 eV
- Net charge: -1

```
47
C14H23ClNO6P2 the ωB97M-V functional and the def2-TZVPD basis
C -4.19 0.27 -2.03
C -4.60 -0.20 -0.65
O -5.66 0.19 -0.18
O -3.82 -1.00 0.11
C -3.08 -2.01 -0.62
P -1.26 -1.46 -0.86
C -0.96 -1.02 0.97
C -0.72 -1.98 1.93
C -0.47 -1.62 3.24
C -0.46 -0.29 3.56
C -0.71 0.67 2.62
C -0.97 0.30 1.32
O -0.61 -3.07 -0.74
C 0.78 -3.10 -0.70
C 1.38 -1.64 -0.83
P 2.68 -1.80 -2.18
O 4.05 -2.33 -1.39
Cl 3.20 0.14 -2.75
O 0.36 -0.82 -1.22
H -4.92 1.01 -2.35
H -3.21 0.74 -2.05
H -4.19 -0.53 -2.78
H -3.05 -2.92 -0.01
H -3.50 -2.22 -1.60
H -1.69 -0.09 -1.00
H -1.43 -1.62 -2.31
H -0.72 -3.02 1.65
H -0.26 -2.40 3.96
H -0.25 -0.01 4.59
H -0.71 1.73 2.86
H -1.17 1.07 0.59
H 1.21 -3.83 -1.40
H 1.12 -3.40 0.31
H 1.95 -1.30 0.05
H 3.97 -3.27 -1.22
C 1.67 4.58 0.14
C 1.71 3.13 0.57
O 0.76 2.60 1.13
N 2.84 2.43 0.32
C 4.06 2.88 -0.32
H 0.70 5.00 0.40
H 2.45 5.15 0.64
H 1.79 4.66 -0.95
H 2.79 1.47 0.64
H 4.24 2.27 -1.21
H 4.90 2.75 0.37
H 3.99 3.92 -0.62
```

Here are the Mulliken charges for atoms 1 to 6, given in e: C -0.96; C 0.79; O -0.65; O -0.35; C -0.89; P 1.07

=====

Repeat the third record exactly.
Density functional theory data (the ωB97M-V functional and the def2-TZVPD basis) for one molecule with the formula C6H11NO.

Computed properties:
- Largest force on an atom: 3.084 eV/Å
- SMILES: C[C@@]12CCN[C@H]1CO2
- E_LUMO: 0.96 eV

```
19
C6H11NO the ωB97M-V functional and the def2-TZVPD basis
C -0.33 1.35 1.03
C -0.28 0.52 -0.27
C 1.10 0.82 -0.89
C 1.93 -0.18 -0.02
N 0.95 -1.12 0.68
C -0.21 -1.03 -0.14
C -1.71 -0.91 0.09
O -1.62 0.46 -0.63
H -1.24 1.01 1.57
H -0.42 2.46 0.74
H 0.58 1.31 1.66
H 1.40 1.84 -0.75
H 1.11 0.50 -1.94
H 2.60 -0.82 -0.61
H 2.52 0.33 0.78
H 1.36 -2.06 0.65
H -0.13 -1.44 -1.16
H -2.36 -1.60 -0.48
H -2.05 -0.80 1.13
```

Here are the Mulliken charges for atoms 1 to 6, given in e: C -1.13; C 0.83; C -0.81; C -0.58; N -0.53; C 0.24

=====

What is the largest force on an atom in the third record?
3.084 eV/Å

=====

Among the records above, which one has the highest largest force on an atom?
C32H47N2O2P2Re